78
Properties=species:S:1:pos:R:3 method="wB97M-V/def2-TZVPD" gap_ha=0.15822 e_homo_ev=-9.49 total_charge=+1 largest_force_ev_per_a=5.86
P 2.887 -1.933 2.715
P -0.303 2.978 -0.434
O 1.934 -2.801 1.927
O 0.320 2.709 0.910
O -0.342 -1.508 -4.243
O -2.234 -1.344 -3.096
N 2.224 -2.098 4.301
N -1.894 3.315 0.086
N -0.925 2.656 -2.061
N 0.608 4.344 -0.958
N 4.406 -1.266 3.339
N 2.586 -0.449 1.935
N -3.970 -3.171 -2.240
N -4.095 -2.797 -3.485
C -5.311 -5.023 -2.847
C 4.692 -1.051 4.750
C 1.036 -1.392 4.737
C -0.831 1.220 -2.379
C -5.452 -4.577 -4.135
C -0.910 -3.521 -3.208
C 1.940 -0.504 0.629
C 0.375 5.689 -0.467
C 2.267 -3.460 4.805
C 2.025 4.059 -1.121
C -3.370 -1.497 -3.854
C -4.777 -3.399 -4.447
C -4.564 -4.301 -1.913
C 5.577 -1.890 2.694
C -2.681 4.470 -0.289
C -0.608 3.442 -3.244
C -2.259 2.881 1.432
C 2.265 0.809 2.584
C -1.127 -2.079 -3.574
H 0.854 -0.647 0.714
H 1.194 0.888 2.796
H -5.801 -5.930 -2.522
H -1.853 1.896 1.643
H 2.130 0.422 0.082
H 0.887 6.402 -1.118
H 0.205 0.915 -2.566
H -1.890 3.571 2.200
H 2.495 3.734 -0.185
H -1.429 0.970 -3.252
H -0.360 -3.959 -4.035
H 5.737 -2.916 3.040
H 0.108 -1.786 4.299
H 6.483 -1.312 2.886
H 0.961 -1.453 5.826
H 2.558 4.938 -1.485
H 2.531 1.645 1.936
H 4.782 -1.978 5.325
H 1.698 -4.155 4.176
H -1.816 -4.105 -3.079
H 1.101 -0.327 4.523
H 3.305 -3.814 4.849
H 5.434 -1.917 1.609
H 0.439 3.362 -3.555
H 1.871 -3.511 5.819
H 2.344 -1.319 0.034
H 5.642 -0.516 4.831
H -2.461 5.333 0.349
H 0.720 5.845 0.563
H -2.532 4.752 -1.332
H -6.042 -5.084 -4.882
H 2.169 3.267 -1.867
H -1.213 0.625 -1.542
H -1.228 3.086 -4.072
H -0.851 4.492 -3.104
H -3.058 -1.607 -4.895
H -0.676 5.963 -0.530
H -3.748 4.248 -0.190
H -0.298 -3.591 -2.311
H -3.345 2.806 1.519
H 3.941 -0.421 5.218
H -4.798 -2.977 -5.439
H 2.824 0.959 3.509
H -4.455 -4.642 -0.895
H -4.050 -0.660 -3.742